(1)
15
Properties=species:S:1:pos:R:3 method="wB97M-V/def2-TZVPD" homo_lumo_gap_ev=9.8 e_above_lowest_ev=1.627 e_lumo_ha=0.0345
C -1.907 -0.938 -1.119
C -0.637 -0.352 -0.531
C -0.503 1.048 -0.374
C 0.458 1.560 0.485
C 1.244 0.655 1.208
C 1.442 -0.606 0.675
C 0.370 -1.164 -0.036
H -1.713 -1.995 -1.324
H -2.075 -0.347 -2.011
H -2.713 -1.031 -0.392
H -0.807 1.619 -1.246
H 0.828 2.495 0.073
H 2.007 0.914 1.933
H 2.093 -1.304 1.186
H 0.264 -2.215 -0.270


(2)
19
Properties=species:S:1:pos:R:3 method="wB97M-V/def2-TZVPD" total_charge=+1 homo_lumo_gap_ev="7.5 / 6.6" e_above_lowest_ev=9.183 e_lumo_ha="-0.2108 / -0.2333"
C -0.520 0.436 0.401
C -1.805 -0.261 -1.203
C -0.669 -1.321 -0.945
C 0.787 1.762 2.284
N -1.673 0.500 0.084
N 0.312 -0.435 -0.295
N 1.354 2.308 1.241
N 1.513 -0.839 -0.171
O 2.100 1.714 0.505
O 1.163 3.614 1.016
H -1.543 0.503 -1.990
H -2.737 -0.522 -1.464
H -1.121 -2.110 -0.334
H -0.330 -1.643 -1.906
H -0.089 2.206 2.823
H 0.934 0.794 2.606
H 1.695 4.088 0.194
H 2.058 -0.030 0.173
H 1.829 -1.711 0.155


(3)
48
Properties=species:S:1:pos:R:3 method="wB97M-V/def2-TZVPD" multiplicity=3 total_charge=+1 homo_lumo_gap_ev="7.4 / 7.7" e_lumo_ha="-0.1295 / -0.1372"
V -0.465 -0.665 -0.440
Cl 1.976 -0.947 -0.225
C 1.639 0.438 -1.246
C 2.284 1.639 -0.914
C 2.106 2.734 -1.710
C 1.291 2.632 -2.848
C 0.655 1.458 -3.151
Cl -0.303 1.415 -4.580
C 0.785 0.289 -2.354
S -0.161 -1.177 -2.662
H 2.930 1.676 -0.047
H 2.601 3.666 -1.475
H 1.158 3.481 -3.506
O -0.858 -2.829 0.171
C -1.229 -1.946 0.910
C -1.988 -1.859 2.156
C -2.512 -2.917 2.884
C -3.244 -2.634 4.034
C -3.437 -1.312 4.421
C -2.915 -0.258 3.673
C -2.194 -0.535 2.534
P -1.385 0.656 1.379
C -1.447 2.291 2.120
C -2.618 3.043 2.132
C -2.630 4.280 2.756
C -1.480 4.766 3.365
C -0.308 4.021 3.352
C -0.289 2.781 2.725
C -2.434 0.723 -0.117
C -3.297 -0.321 -0.486
C -3.897 -0.317 -1.745
C -3.639 0.710 -2.630
C -2.785 1.753 -2.270
C -2.173 1.757 -1.034
H -2.346 -3.937 2.560
H -3.657 -3.438 4.627
H -4.002 -1.102 5.320
H -3.065 0.768 3.986
H -3.513 2.671 1.645
H -3.539 4.868 2.763
H -1.498 5.734 3.849
H 0.589 4.402 3.822
H 0.624 2.199 2.706
H -3.545 -1.096 0.225
H -4.568 -1.119 -2.022
H -4.103 0.705 -3.608
H -2.588 2.559 -2.964
H -1.505 2.565 -0.759


(4)
11
Properties=species:S:1:pos:R:3 method="wB97M-V/def2-TZVPD" homo_lumo_gap_ev=9.6 e_above_lowest_ev=4.993 e_lumo_ha=-0.0009
O 2.326 -0.979 -0.070
C 1.170 -0.633 -0.034
C 0.588 0.679 0.008
C -0.601 1.195 0.050
N -1.548 0.205 0.053
C -1.152 -1.112 0.015
N 0.063 -1.530 -0.024
H 1.805 1.678 0.392
H 1.795 1.694 -0.389
H -2.535 0.424 0.084
H -1.959 -1.844 0.020


(5)
99
Properties=species:S:1:pos:R:3 method="wB97M-V/def2-TZVPD" total_charge=+2 homo_lumo_gap_ev=6.4 e_above_lowest_ev=1.970 e_lumo_ha=-0.2371
Hf 0.568 -0.199 0.317
O 0.419 1.688 -0.334
C -0.782 1.303 -0.505
C -1.503 1.664 -1.735
C -2.515 2.583 -1.925
C -3.135 2.643 -3.168
C -2.759 1.775 -4.183
C -1.749 0.840 -3.973
C -1.108 0.766 -2.744
P 0.313 -0.348 -2.381
C 0.251 -1.706 -3.567
C 1.306 -1.997 -4.428
C 1.191 -3.057 -5.322
C 0.034 -3.822 -5.358
C -1.019 -3.538 -4.494
C -0.907 -2.488 -3.596
C 1.754 0.676 -2.820
C 1.640 1.890 -3.496
C 2.784 2.608 -3.821
C 4.042 2.124 -3.474
C 4.160 0.911 -2.809
C 3.019 0.192 -2.482
H -2.815 3.250 -1.123
H -3.922 3.369 -3.338
H -3.252 1.825 -5.147
H -1.456 0.166 -4.771
H 2.208 -1.400 -4.420
H 2.009 -3.279 -5.999
H -0.052 -4.642 -6.063
H -1.926 -4.132 -4.527
H -1.734 -2.263 -2.928
H 0.670 2.283 -3.775
H 2.692 3.548 -4.351
H 4.930 2.692 -3.729
H 5.138 0.520 -2.552
H 3.117 -0.769 -1.997
F 1.013 -2.197 2.329
C 2.253 -2.752 2.064
F 2.039 -3.997 1.683
F 2.958 -2.738 3.174
C 2.875 -1.910 0.900
O 1.854 -1.659 -0.001
C 4.028 -2.678 0.209
F 3.529 -3.636 -0.556
F 4.725 -1.837 -0.571
F 4.839 -3.199 1.123
C 3.404 -0.529 1.480
F 2.792 -0.221 2.629
F 4.680 -0.388 1.668
F 2.958 0.465 0.583
C -3.322 -3.090 0.613
C -2.140 -2.218 0.583
N -1.222 -1.546 0.563
H -3.039 -4.101 0.322
H -4.076 -2.710 -0.074
H -3.736 -3.111 1.620
C 1.370 -1.682 8.416
C 0.390 -0.618 7.907
C -1.037 -1.067 8.261
C 0.662 0.699 8.657
C 0.558 -0.451 6.362
O -0.051 -1.557 5.658
C 1.989 -0.382 5.814
C 2.906 0.824 6.091
C 3.912 0.937 4.964
C 3.842 1.975 4.039
C 4.700 2.025 2.945
C 5.638 1.023 2.773
Cl 6.692 1.057 1.391
C 5.746 -0.008 3.693
C 4.885 -0.043 4.781
C -0.261 0.732 5.881
N -0.082 0.940 4.429
C -0.366 0.135 3.431
N 0.111 0.670 2.301
C 0.677 1.865 2.715
N 0.579 2.056 3.992
H 1.165 -1.884 9.470
H 2.410 -1.354 8.343
H 1.274 -2.641 7.889
H -1.090 -1.267 9.336
H -1.334 -1.977 7.738
H -1.782 -0.292 8.048
H 0.645 0.504 9.733
H -0.107 1.454 8.465
H 1.638 1.129 8.424
H 0.334 -2.379 5.985
H 1.876 -0.464 4.729
H 2.501 -1.300 6.112
H 3.422 0.704 7.047
H 2.336 1.755 6.146
H 3.107 2.763 4.176
H 4.653 2.843 2.235
H 6.502 -0.773 3.557
H 4.979 -0.853 5.501
H 0.053 1.663 6.331
H -1.310 0.561 6.098
H -0.865 -0.812 3.548
H 1.141 2.577 2.048


(6)
53
Properties=species:S:1:pos:R:3 method="wB97M-V/def2-TZVPD" total_charge=+4 homo_lumo_gap_ev=6.9 e_above_lowest_ev=0.000 e_lumo_ha=-0.4306
Pt -0.787 -1.433 2.999
C 5.078 4.168 -7.352
O 4.293 2.937 -7.458
C 3.825 2.240 -6.507
C 3.072 1.080 -6.927
C 2.558 0.246 -6.015
C 2.739 0.515 -4.593
C 3.492 1.698 -4.181
C 4.018 2.524 -5.097
N 2.295 -0.356 -3.763
N 2.350 -0.588 -2.538
C 1.428 -0.475 -1.628
C 0.113 0.069 -1.879
C -0.855 0.064 -0.938
C -0.591 -0.496 0.357
O -1.475 -0.573 1.254
C 0.730 -1.019 0.644
N 0.884 -1.547 1.891
C 2.028 -2.149 2.187
C 3.080 -2.224 1.268
C 2.943 -1.668 0.021
C 1.728 -1.051 -0.315
H 4.593 4.870 -8.022
H 6.072 3.924 -7.715
H 5.104 4.549 -6.338
H 2.962 0.916 -7.991
H 2.004 -0.639 -6.300
H 3.646 1.876 -3.124
H 4.602 3.377 -4.787
H -0.103 0.460 -2.866
H -1.848 0.439 -1.143
H 2.127 -2.579 3.172
H 3.992 -2.726 1.559
H 3.747 -1.721 -0.701
N -5.846 -2.306 5.663
C -5.196 -2.004 4.334
P -3.806 -0.812 4.629
O -3.797 -0.597 6.105
O -2.641 -1.397 3.881
C -4.162 0.873 3.939
N -4.544 1.775 5.086
H -6.777 -1.894 5.754
H -5.241 -1.908 6.407
H -5.954 -3.310 5.822
H -5.949 -1.673 3.622
H -4.754 -2.922 3.954
H -4.926 0.912 3.166
H -3.231 1.245 3.514
H -4.151 2.714 4.996
H -4.196 1.329 5.957
H -5.556 1.887 5.180
I 0.211 -2.000 5.324
I 0.673 -4.618 5.494


(7)
14
Properties=species:S:1:pos:R:3 method="wB97M-V/def2-TZVPD" homo_lumo_gap_ev=11.2 e_above_lowest_ev=4.127 e_lumo_ha=0.0242
N -0.214 -0.952 -3.156
C -0.490 -0.604 -2.084
C -0.342 -0.180 -0.673
C 0.758 -0.818 -0.114
N 0.732 -0.301 1.286
C 0.158 1.019 1.074
C -0.790 0.886 -0.053
O -1.424 -0.416 0.100
H 0.444 -1.875 0.038
H 1.899 -0.829 -0.307
H -0.157 -0.845 1.478
H -0.048 1.684 1.987
H 1.018 1.614 0.797
H -1.545 1.619 -0.372


(8)
33
Properties=species:S:1:pos:R:3 method="wB97M-V/def2-TZVPD" total_charge=+2 homo_lumo_gap_ev=2.0 e_above_lowest_ev=4.467 e_lumo_ha=-0.5094
Al -2.118 7.218 -2.068
B -1.786 8.835 -7.529
H -2.557 8.995 -6.792
H -1.576 9.787 -7.992
H -0.919 8.373 -7.082
H -2.161 8.170 -8.292
O 2.046 10.517 -10.457
H 1.442 10.472 -9.716
H 1.584 10.078 -11.171
O 1.621 11.607 -4.109
H 1.500 12.439 -3.653
H 2.483 11.680 -4.519
O -5.118 10.518 -10.153
H -5.750 10.947 -9.576
H -4.417 10.229 -9.568
O 1.051 4.763 -9.925
H 0.349 5.351 -9.647
H 0.620 4.133 -10.503
O -5.111 6.455 -12.811
H -5.105 7.336 -12.436
H -4.696 6.556 -13.667
O -1.771 14.960 -8.346
H -2.008 14.036 -8.267
H -1.968 15.332 -7.487
O 0.567 8.010 -13.918
H 0.599 7.304 -13.272
H 1.134 7.712 -14.628
O -4.467 12.127 -3.759
H -3.945 12.928 -3.797
H -5.185 12.279 -4.374
O 2.381 5.121 -4.998
H 3.212 4.654 -4.915
H 2.318 5.334 -5.929


(9)
85
Properties=species:S:1:pos:R:3 method="wB97M-V/def2-TZVPD" total_charge=+1 homo_lumo_gap_ev=8.7 e_lumo_ha=-0.0772
Sr -0.078 1.517 -0.381
Sr -0.719 -2.314 0.961
C -3.765 1.214 2.474
C -2.606 1.031 1.526
O -1.826 0.046 1.663
O -2.369 1.887 0.627
H -4.586 0.612 2.086
H -4.042 2.265 2.395
H -3.619 0.942 3.520
C -2.382 -1.095 -3.226
C -1.950 -1.351 -1.795
O -1.046 -0.652 -1.230
O -2.544 -2.120 -0.966
H -3.051 -1.878 -3.585
H -1.538 -0.956 -3.902
H -2.897 -0.138 -3.147
C 3.164 -0.615 2.362
C 1.972 -1.212 1.517
O 1.126 -0.477 1.026
O 1.860 -2.455 1.413
H 3.073 -0.966 3.390
H 3.292 0.465 2.302
H 4.063 -1.080 1.957
C 0.260 5.136 -0.763
O 0.164 3.916 -0.766
N -0.736 5.962 -0.722
N 1.393 5.787 -0.694
H -1.569 5.515 -0.366
H -0.480 6.928 -0.577
H 2.313 5.376 -0.630
H 1.259 6.781 -0.582
C -2.549 2.837 -2.739
O -1.387 2.045 -2.635
C -0.691 2.009 -3.818
C 0.608 1.152 -3.586
N 1.519 1.674 -2.526
C 2.630 0.724 -2.318
C 3.610 1.146 -1.174
O 2.734 1.560 -0.167
C 3.245 2.728 0.500
H -3.384 2.343 -3.235
H -2.420 3.746 -3.326
H -2.953 3.219 -1.801
H -0.318 3.012 -4.021
H -1.369 1.651 -4.593
H 1.201 0.901 -4.466
H 0.228 0.169 -3.305
H 1.818 2.616 -2.735
H 3.199 0.655 -3.245
H 2.304 -0.261 -1.985
H 4.209 1.971 -1.561
H 4.242 0.323 -0.839
H 2.960 3.666 0.024
H 4.330 2.694 0.593
H 2.747 2.706 1.469
C 0.420 -2.756 4.638
O -0.298 -3.195 3.503
C -0.430 -4.605 3.630
C -1.349 -5.272 2.563
N -1.265 -4.818 1.176
C -0.059 -5.447 0.634
C 0.169 -5.021 -0.826
O 0.362 -3.606 -0.878
C 1.086 -3.144 -1.968
H 0.017 -3.208 5.544
H 0.387 -1.667 4.666
H 1.440 -3.128 4.737
H -0.821 -4.862 4.614
H 0.550 -5.072 3.537
H -2.334 -5.069 2.983
H -1.366 -6.362 2.569
H -2.135 -5.132 0.770
H -0.229 -6.522 0.567
H 0.909 -5.261 1.099
H -0.695 -5.276 -1.440
H 0.972 -5.670 -1.176
H 0.600 -3.507 -2.875
H 2.147 -3.390 -1.922
H 1.094 -2.055 -1.976
O 0.264 2.409 2.006
H -0.096 1.772 2.623
H 0.130 3.256 2.430
O -2.986 4.631 1.288
H -2.778 3.709 1.137
H -2.357 4.913 1.952


(10)
34
Properties=species:S:1:pos:R:3 method="wB97M-V/def2-TZVPD" total_charge=-1 homo_lumo_gap_ev=5.7 e_lumo_ha=0.0908
C 2.193 -0.549 -1.585
C 2.121 0.725 -1.173
Al 1.206 2.098 -2.402
B -0.899 1.701 -2.008
O -1.568 2.350 -0.948
N -1.751 0.719 -2.720
C -2.102 -0.330 -1.733
C -1.069 0.077 -3.848
H 2.078 -1.418 -0.933
H 2.297 -0.728 -2.653
H 2.470 0.973 -0.165
H 1.627 1.686 -3.925
H 1.642 3.617 -2.011
H -1.412 1.889 -0.110
H -2.285 -1.279 -2.239
H -2.983 -0.046 -1.161
H -1.277 -0.510 -1.032
H -1.752 -0.655 -4.295
H -0.847 0.814 -4.613
H -0.159 -0.459 -3.559
O -1.405 0.839 1.466
C -0.704 0.286 2.267
O 0.298 -0.480 1.808
C 1.321 -1.027 2.635
C 0.904 -2.345 3.257
C -0.970 0.370 3.753
H 1.643 -0.301 3.383
H 2.164 -1.182 1.964
H 0.046 -2.225 3.919
H 1.726 -2.770 3.833
H 0.620 -3.051 2.477
H -1.721 -0.374 4.013
H -1.365 1.360 3.966
H -0.088 0.222 4.372


(11)
81
Properties=species:S:1:pos:R:3 method="wB97M-V/def2-TZVPD" total_charge=-2 homo_lumo_gap_ev="2.9 / 2.6" e_above_lowest_ev=1.691 e_lumo_ha="0.1432 / 0.1432"
Ti 0.045 -0.155 -0.050
N -0.917 1.960 -0.944
C -2.150 2.162 -1.630
C -2.602 3.421 -2.017
C -3.797 3.562 -2.706
C -4.552 2.447 -3.019
C -4.127 1.161 -2.640
C -4.859 -0.007 -2.913
C -4.345 -1.227 -2.485
C -3.130 -1.266 -1.822
N -2.397 -0.189 -1.546
C -2.897 1.008 -1.936
H -0.874 2.470 -0.059
H -0.120 2.238 -1.515
H -2.004 4.294 -1.778
H -4.148 4.547 -2.996
H -5.489 2.550 -3.549
H -5.806 0.057 -3.435
H -4.884 -2.149 -2.660
H -2.720 -2.211 -1.488
O -1.304 0.099 1.206
C -2.181 -0.708 1.701
C -2.268 -2.086 1.442
C -3.205 -2.923 2.085
C -3.242 -4.293 1.835
C -2.333 -4.865 0.924
C -1.413 -4.075 0.286
C -1.342 -2.682 0.510
O -0.453 -1.972 -0.102
N -4.146 -5.125 2.488
O -4.096 -6.365 2.289
O -4.989 -4.624 3.273
H -2.899 -0.283 2.416
H -3.908 -2.508 2.793
H -2.394 -5.929 0.754
H -0.711 -4.503 -0.419
C 1.950 0.191 -3.631
Si 1.018 -0.946 -2.310
C 0.034 -2.190 -3.462
C 2.502 -2.143 -1.799
C 3.199 -2.846 -2.780
C 4.204 -3.745 -2.475
C 4.538 -3.963 -1.151
C 3.861 -3.270 -0.164
C 2.846 -2.362 -0.454
Si 1.955 -1.471 1.047
C 3.532 -0.591 1.837
C 1.604 -2.987 2.238
H 2.517 -0.372 -4.371
H 2.640 0.860 -3.120
H 1.237 0.814 -4.169
H 0.615 -2.532 -4.317
H -0.882 -1.742 -3.838
H -0.255 -3.065 -2.886
H 2.949 -2.689 -3.823
H 4.723 -4.281 -3.264
H 5.317 -4.672 -0.891
H 4.131 -3.450 0.869
H 4.355 -1.282 2.002
H 3.311 -0.105 2.783
H 3.880 0.176 1.152
H 2.503 -3.388 2.702
H 1.141 -3.783 1.663
H 0.907 -2.728 3.032
C 2.454 3.628 2.094
N 2.063 3.561 3.473
C 2.747 3.995 4.578
C 2.052 3.609 5.673
N 0.937 2.935 5.245
C -0.035 2.258 6.045
C 0.933 2.899 3.872
Se -0.246 2.020 2.794
H 3.307 4.296 1.982
H 1.609 3.988 1.504
H 2.696 2.629 1.718
H 3.661 4.553 4.516
H 2.253 3.773 6.715
H 0.078 2.560 7.086
H 0.083 1.175 5.956
H -1.032 2.509 5.681
F 1.275 1.236 -0.032


For the records above, the corresponding largest force on an atom values read 3.16, 4.74, 1.27, 0.45, 4.55, 0.84, 10.34, 5.89, 3.78, 1.21, 3.10 eV/Å.
For the records above, the corresponding electronic energy values read -7387.120, -14333.021, -99099.168, -9235.495, -102816.778, -63363.419, -10305.477, -26028.456, -54718.080, -23526.355, -155306.255 eV.